[1]
{"formula": "C44H57Cl3KN3O7P2Si2", "method": "ωB97M-V/def2-TZVPD", "lumo_ev": 3.6, "charge": -2, "homo_lumo_gap_ev": 5.3, "relative_energy_kcal_mol": 75.8, "homo_energy_ev": -1.606, "energy_ev": -153581.783, "symbols": ["K", "C", "Si", "C", "C", "N", "P", "C", "P", "N", "Si", "C", "C", "C", "C", "C", "C", "C", "C", "C", "C", "C", "C", "C", "C", "C", "C", "C", "C", "C", "C", "C", "C", "C", "C", "C", "C", "C", "H", "H", "H", "H", "H", "H", "H", "H", "H", "H", "H", "H", "H", "H", "H", "H", "H", "H", "H", "H", "H", "H", "H", "H", "H", "H", "H", "H", "H", "H", "H", "H", "H", "H", "H", "H", "H", "H", "O", "C", "O", "O", "Cl", "C", "Cl", "Cl", "C", "O", "O", "C", "C", "C", "O", "C", "H", "H", "H", "H", "H", "H", "H", "H", "O", "C", "C", "C", "C", "C", "C", "N", "H", "H", "H", "H", "H", "H", "H", "H", "H", "H", "H"], "xyz": [[-0.357, 0.007, 0.779], [-4.824, 1.291, 0.070], [-3.942, 0.889, -1.583], [-3.703, 2.501, -2.590], [-5.230, -0.156, -2.562], [-2.420, 0.218, -1.220], [-1.788, -1.083, -1.880], [-0.109, -1.084, -1.684], [0.755, -2.399, -1.085], [1.786, -1.888, 0.117], [3.677, -2.420, 0.268], [5.310, -2.830, -0.692], [4.067, -1.737, 2.015], [3.277, -4.269, 0.747], [0.029, -3.876, -0.341], [-0.214, -3.907, 1.029], [-0.884, -4.979, 1.589], [-1.310, -6.031, 0.791], [-1.079, -5.995, -0.574], [-0.440, -4.911, -1.142], [1.833, -3.083, -2.411], [2.248, -2.126, -3.331], [3.111, -2.453, -4.356], [3.556, -3.759, -4.492], [3.152, -4.720, -3.582], [2.300, -4.387, -2.546], [-2.753, -2.543, -1.374], [-3.352, -2.459, -0.122], [-4.081, -3.513, 0.388], [-4.236, -4.671, -0.358], [-3.637, -4.769, -1.604], [-2.875, -3.726, -2.098], [-2.137, -0.986, -3.685], [-3.021, -1.679, -4.505], [-3.108, -1.385, -5.856], [-2.325, -0.388, -6.410], [-1.466, 0.337, -5.593], [-1.373, 0.031, -4.253], [-5.665, 1.966, -0.065], [-4.134, 1.749, 0.767], [-5.206, 0.382, 0.525], [-4.562, 3.161, -2.520], [-3.539, 2.271, -3.639], [-2.828, 3.036, -2.237], [-6.245, 0.216, -2.447], [-5.213, -1.183, -2.206], [-5.003, -0.170, -3.624], [5.828, -1.938, -1.025], [5.077, -3.417, -1.576], [5.984, -3.414, -0.076], [4.417, -0.710, 1.982], [4.836, -2.337, 2.493], [3.174, -1.774, 2.632], [3.106, -4.909, -0.110], [2.411, -4.361, 1.394], [4.127, -4.689, 1.279], [0.139, -3.093, 1.645], [-1.085, -4.994, 2.653], [-1.844, -6.871, 1.221], [-1.429, -6.800, -1.207], [-0.295, -4.852, -2.214], [1.853, -1.123, -3.220], [3.444, -1.693, -5.051], [4.223, -4.027, -5.303], [3.513, -5.739, -3.672], [1.998, -5.151, -1.845], [-3.246, -1.529, 0.417], [-4.540, -3.437, 1.365], [-4.809, -5.504, 0.034], [-3.744, -5.677, -2.189], [-2.368, -3.826, -3.051], [-3.676, -2.434, -4.095], [-3.804, -1.936, -6.481], [-2.394, -0.163, -7.469], [-0.881, 1.144, -6.014], [-0.722, 0.581, -3.587], [-1.974, -0.590, 3.455], [-1.193, -1.330, 3.073], [2.229, -0.609, -0.303], [3.570, -0.901, -0.661], [2.178, 2.820, 4.302], [1.911, 1.125, 4.635], [3.451, 0.278, 4.630], [1.169, 0.957, 6.221], [0.971, 0.452, 3.528], [0.523, -0.623, 3.925], [0.836, 1.086, 2.500], [1.754, 4.272, -1.209], [2.441, 3.400, -2.274], [1.327, 2.421, -2.691], [0.117, 3.072, -2.374], [0.342, 3.659, -1.117], [1.700, 5.312, -1.536], [2.263, 4.241, -0.250], [3.297, 2.859, -1.879], [2.764, 4.006, -3.125], [1.413, 1.486, -2.124], [1.317, 2.196, -3.759], [0.300, 2.896, -0.326], [-0.451, 4.390, -0.947], [-1.760, 1.849, 1.677], [-2.012, 2.855, 2.284], [-0.981, 3.888, 2.685], [-1.072, 4.054, 4.215], [-1.460, 2.748, 4.938], [-2.969, 2.521, 5.125], [-3.700, 2.186, 3.816], [-3.285, 3.120, 2.787], [-1.139, 4.839, 2.177], [-0.003, 3.500, 2.403], [-1.790, 4.839, 4.484], [-0.096, 4.376, 4.583], [-1.005, 2.755, 5.932], [-1.040, 1.900, 4.394], [-3.410, 3.425, 5.560], [-3.118, 1.706, 5.837], [-4.784, 2.251, 3.946], [-3.441, 1.184, 3.478], [-3.372, 4.074, 3.122]]}

[2]
{"formula": "C44H57Ge2N7PdS", "method": "ωB97M-V/def2-TZVPD", "lumo_ev": [-1.9, -4.7], "charge": 1, "multiplicity": 4, "homo_lumo_gap_ev": [6.7, 5.3], "homo_energy_ev": [-8.546, -9.985], "energy_ev": -184324.677, "symbols": ["Pd", "C", "C", "C", "C", "C", "N", "C", "C", "C", "C", "C", "C", "C", "N", "C", "C", "C", "N", "C", "C", "N", "C", "C", "C", "N", "H", "H", "H", "H", "H", "H", "H", "H", "H", "H", "H", "H", "H", "H", "H", "H", "H", "H", "C", "C", "C", "C", "N", "C", "S", "N", "C", "C", "C", "C", "H", "H", "H", "H", "H", "H", "H", "H", "H", "H", "H", "H", "H", "H", "H", "H", "H", "H", "H", "H", "C", "Ge", "C", "C", "Ge", "C", "C", "C", "C", "C", "C", "C", "C", "C", "C", "C", "C", "H", "H", "H", "H", "H", "H", "H", "H", "H", "H", "H", "H", "H", "H", "H", "H", "H", "H", "H"], "xyz": [[0.023, -0.279, 0.079], [-1.205, 6.073, 3.160], [-1.301, 4.655, 2.676], [-1.982, 3.681, 3.399], [-2.047, 2.379, 2.946], [-1.443, 1.977, 1.739], [-1.516, 0.665, 1.328], [-2.670, -0.043, 1.569], [-3.927, 0.586, 1.483], [-5.101, -0.120, 1.634], [-5.084, -1.488, 1.889], [-6.350, -2.280, 2.023], [-3.847, -2.125, 1.961], [-2.662, -1.440, 1.797], [-1.459, -2.182, 1.936], [-1.191, -3.105, 2.889], [-0.029, -3.741, 2.534], [0.348, -3.140, 1.326], [-0.523, -2.212, 0.965], [-0.733, 2.968, 1.018], [-0.677, 4.265, 1.492], [-0.125, 2.727, -0.243], [-0.225, 3.520, -1.333], [0.704, 3.089, -2.247], [1.345, 2.016, -1.616], [0.850, 1.796, -0.404], [-1.925, 6.267, 3.953], [-1.388, 6.776, 2.348], [-0.207, 6.281, 3.552], [-2.464, 3.945, 4.332], [-2.563, 1.630, 3.531], [-3.955, 1.642, 1.248], [-6.048, 0.395, 1.532], [-7.214, -1.631, 2.147], [-6.300, -2.958, 2.876], [-6.507, -2.891, 1.131], [-3.806, -3.195, 2.126], [-1.843, -3.229, 3.737], [0.478, -4.523, 3.070], [1.207, -3.339, 0.706], [-0.123, 4.996, 0.914], [-0.949, 4.317, -1.376], [0.885, 3.483, -3.231], [2.138, 1.388, -1.988], [5.985, 2.479, 1.266], [6.576, 2.519, 2.674], [5.543, 2.647, 3.798], [4.883, 1.336, 4.222], [4.038, 0.716, 3.202], [2.711, 0.625, 3.018], [2.184, -0.466, 1.818], [1.791, 1.314, 3.715], [1.913, 2.416, 4.664], [1.829, 1.968, 6.123], [0.424, 1.569, 6.557], [0.371, 1.139, 8.018], [6.777, 2.455, 0.518], [5.381, 3.369, 1.080], [5.347, 1.612, 1.097], [7.253, 3.373, 2.735], [7.192, 1.631, 2.850], [4.780, 3.371, 3.495], [6.029, 3.052, 4.690], [4.322, 1.463, 5.140], [5.668, 0.609, 4.442], [4.524, 0.127, 2.545], [0.853, 1.067, 3.440], [1.087, 3.098, 4.448], [2.825, 2.968, 4.468], [2.190, 2.781, 6.761], [2.497, 1.116, 6.278], [0.067, 0.749, 5.924], [-0.252, 2.413, 6.396], [1.019, 0.279, 8.196], [-0.640, 0.862, 8.316], [0.703, 1.947, 8.672], [-2.055, 2.514, -4.479], [-3.069, 1.207, -3.417], [-4.029, 0.004, -4.631], [-4.391, 2.238, -2.385], [-1.561, -0.047, -1.922], [-2.683, -1.672, -1.604], [-4.053, -1.539, -1.369], [-4.870, -2.643, -1.159], [-4.323, -3.918, -1.162], [-2.960, -4.074, -1.385], [-2.156, -2.965, -1.605], [-0.105, -0.780, -3.069], [-0.166, -0.895, -4.457], [0.873, -1.469, -5.180], [2.003, -1.943, -4.527], [2.096, -1.833, -3.146], [1.051, -1.251, -2.445], [-2.606, 2.753, -5.390], [-1.074, 2.131, -4.759], [-1.920, 3.435, -3.912], [-4.911, 0.532, -4.998], [-4.345, -0.908, -4.128], [-3.408, -0.264, -5.485], [-5.064, 2.747, -3.077], [-3.893, 2.995, -1.776], [-4.991, 1.606, -1.731], [-4.503, -0.552, -1.356], [-5.934, -2.507, -1.006], [-4.954, -4.785, -1.009], [-2.524, -5.065, -1.399], [-1.098, -3.117, -1.790], [-1.044, -0.543, -4.988], [0.800, -1.548, -6.257], [2.810, -2.392, -5.091], [2.975, -2.195, -2.627], [1.176, -1.153, -1.351]]}

[3]
{"formula": "C44H58N7O2PS2SbV", "method": "ωB97M-V/def2-TZVPD", "lumo_ev": [-2.3, -2.3], "charge": 1, "multiplicity": 2, "homo_lumo_gap_ev": [7.1, 6.5], "relative_energy_kcal_mol": 29.0, "homo_energy_ev": [-9.387, -8.839], "energy_ev": -124275.250, "symbols": ["V", "N", "C", "C", "N", "C", "C", "N", "C", "C", "N", "H", "H", "H", "H", "H", "H", "H", "H", "H", "H", "H", "H", "H", "H", "H", "H", "H", "H", "C", "C", "C", "C", "C", "C", "C", "Sb", "C", "C", "C", "C", "C", "C", "C", "C", "C", "C", "C", "C", "C", "C", "H", "H", "H", "H", "H", "H", "H", "H", "H", "H", "H", "H", "H", "H", "H", "H", "H", "H", "H", "H", "H", "C", "P", "C", "C", "C", "C", "C", "C", "C", "H", "H", "H", "H", "H", "H", "H", "H", "H", "H", "H", "N", "C", "C", "C", "C", "C", "C", "S", "O", "O", "N", "C", "S", "C", "C", "N", "H", "H", "H", "H", "H", "H", "H", "H"], "xyz": [[-0.420, -2.212, 0.922], [-1.686, -0.645, 1.334], [-1.447, -0.075, 2.650], [-1.253, -1.211, 3.655], [-0.475, -2.301, 3.054], [-1.090, -3.593, 3.344], [-2.380, -3.762, 2.533], [-2.089, -3.608, 1.110], [0.916, -2.237, 3.484], [1.621, -1.043, 2.829], [1.278, -0.999, 1.404], [-1.488, 0.035, 0.590], [-2.668, -0.892, 1.226], [-2.263, 0.572, 2.998], [-0.543, 0.533, 2.602], [-2.227, -1.589, 3.967], [-0.759, -0.833, 4.557], [-1.315, -3.702, 4.415], [-0.388, -4.382, 3.058], [-3.105, -2.998, 2.824], [-2.819, -4.741, 2.763], [-2.918, -3.330, 0.587], [-1.789, -4.498, 0.723], [1.408, -3.155, 3.167], [1.002, -2.166, 4.579], [2.702, -1.130, 2.988], [1.317, -0.117, 3.324], [2.072, -1.279, 0.834], [1.047, -0.043, 1.120], [1.942, 0.359, -2.143], [2.413, 1.781, -2.176], [3.419, 2.104, -3.084], [3.876, 3.398, -3.228], [3.292, 4.406, -2.484], [2.282, 4.101, -1.583], [1.851, 2.795, -1.400], [0.412, 2.330, 0.167], [-0.461, 4.225, 0.811], [0.362, 5.310, 1.072], [-0.167, 6.527, 1.470], [-1.534, 6.666, 1.626], [-2.350, 5.568, 1.428], [-1.832, 4.339, 1.035], [-2.766, 3.169, 0.928], [2.027, 2.326, 1.700], [3.294, 1.928, 1.289], [4.346, 1.817, 2.179], [4.145, 2.118, 3.515], [2.886, 2.499, 3.937], [1.816, 2.581, 3.052], [0.475, 2.951, 3.615], [2.704, -0.317, -2.531], [1.074, 0.285, -2.798], [1.636, 0.033, -1.146], [3.847, 1.319, -3.694], [4.665, 3.617, -3.932], [3.635, 5.424, -2.598], [1.814, 4.905, -1.032], [1.437, 5.209, 0.994], [0.488, 7.364, 1.659], [-1.958, 7.619, 1.914], [-3.415, 5.668, 1.589], [-3.758, 3.509, 0.638], [-2.845, 2.672, 1.899], [-2.401, 2.470, 0.183], [3.469, 1.715, 0.240], [5.320, 1.508, 1.829], [4.960, 2.053, 4.221], [2.724, 2.738, 4.977], [0.469, 4.002, 3.897], [0.270, 2.364, 4.510], [-0.321, 2.803, 2.891], [0.467, -5.800, 0.337], [1.147, -4.079, 0.406], [2.618, -4.531, 1.447], [2.022, -3.941, -1.196], [3.072, -3.030, -1.290], [3.754, -2.857, -2.482], [3.386, -3.584, -3.604], [2.354, -4.501, -3.517], [1.672, -4.673, -2.326], [-0.455, -5.861, -0.237], [0.258, -6.126, 1.355], [1.194, -6.480, -0.104], [3.225, -5.259, 0.907], [2.276, -4.982, 2.379], [3.224, -3.657, 1.675], [3.369, -2.447, -0.425], [4.576, -2.155, -2.534], [3.904, -3.444, -4.542], [2.083, -5.093, -4.378], [0.869, -5.391, -2.296], [-6.966, 1.207, -4.795], [-5.716, 1.210, -4.251], [-5.530, 1.426, -2.879], [-4.262, 1.475, -2.339], [-3.160, 1.307, -3.159], [-3.323, 1.108, -4.520], [-4.586, 1.053, -5.064], [-1.499, 1.436, -2.525], [-1.384, 2.676, -1.798], [-0.592, 1.227, -3.619], [-1.284, 0.257, -1.388], [-1.165, -0.969, -1.834], [-1.445, -1.373, -3.533], [-1.279, -3.048, -3.122], [-0.979, -3.178, -1.817], [-0.882, -2.029, -1.085], [-7.768, 1.136, -4.194], [-7.074, 0.899, -5.745], [-6.397, 1.572, -2.252], [-4.115, 1.663, -1.286], [-2.443, 1.010, -5.134], [-4.717, 0.901, -6.124], [-1.411, -3.812, -3.858], [-0.818, -4.121, -1.331]]}

[4]
{"formula": "C44H59AsBrGeN2O5PSSi3Ti", "method": "ωB97M-V/def2-TZVPD", "lumo_ev": [2.1, 1.7], "charge": -1, "multiplicity": 4, "homo_lumo_gap_ev": [6.1, 7.7], "relative_energy_kcal_mol": 0.0, "homo_energy_ev": [-3.949, -6.036], "energy_ev": -314077.470, "symbols": ["Ti", "N", "C", "C", "O", "O", "H", "H", "H", "H", "Br", "O", "C", "N", "S", "O", "O", "C", "C", "C", "C", "C", "C", "H", "H", "H", "H", "C", "C", "As", "C", "C", "C", "C", "C", "C", "C", "C", "C", "C", "C", "C", "P", "C", "C", "C", "C", "C", "C", "C", "C", "C", "C", "C", "C", "H", "H", "H", "H", "H", "H", "H", "H", "H", "H", "H", "H", "H", "H", "H", "H", "H", "H", "H", "H", "H", "H", "H", "H", "C", "Si", "C", "C", "Ge", "Si", "C", "C", "C", "Si", "C", "C", "C", "H", "H", "H", "H", "H", "H", "H", "H", "H", "H", "H", "H", "H", "H", "H", "H", "H", "H", "H", "H", "H", "H", "H", "H", "H", "H", "H"], "xyz": [[0.931, -0.513, 0.715], [2.913, 0.519, 0.232], [3.615, -0.219, -0.823], [3.548, -1.673, -0.350], [4.514, -2.381, -0.540], [2.418, -2.016, 0.213], [2.799, 1.554, 0.086], [3.457, 0.436, 1.118], [4.612, 0.094, -1.146], [3.068, -0.086, -1.825], [-0.319, -0.311, -1.677], [-1.272, -3.331, 0.119], [-0.407, -3.074, 0.953], [-0.459, -1.939, 1.788], [0.603, -2.135, 3.043], [1.565, -1.029, 2.837], [0.104, -2.371, 4.385], [1.355, -3.637, 2.472], [2.474, -4.310, 2.966], [2.885, -5.397, 2.269], [2.131, -5.861, 1.146], [1.115, -5.092, 0.620], [0.763, -3.939, 1.301], [2.999, -3.930, 3.829], [3.785, -5.937, 2.534], [2.475, -6.777, 0.666], [0.481, -5.443, -0.198], [0.546, 1.655, 3.632], [0.237, 2.946, 4.409], [-0.546, 2.568, 6.158], [-1.433, 4.262, 6.528], [-1.463, 5.472, 5.824], [-2.048, 6.636, 6.303], [-2.777, 6.658, 7.522], [-2.764, 5.413, 8.222], [-2.097, 4.263, 7.746], [-2.052, 1.618, 5.339], [-1.959, 0.227, 5.305], [-3.001, -0.550, 4.698], [-4.113, 0.100, 4.227], [-4.164, 1.506, 4.233], [-3.123, 2.255, 4.772], [0.199, 1.553, 1.845], [-1.615, 2.027, 1.662], [-2.479, 1.003, 1.274], [-3.822, 1.252, 0.999], [-4.295, 2.524, 1.221], [-3.455, 3.594, 1.538], [-2.108, 3.346, 1.643], [0.945, 3.057, 1.086], [0.925, 3.129, -0.347], [1.593, 4.242, -1.007], [2.417, 5.099, -0.275], [2.556, 4.889, 1.101], [1.877, 3.904, 1.775], [-0.005, 0.815, 3.924], [1.593, 1.398, 3.679], [-0.531, 3.546, 3.925], [1.141, 3.510, 4.499], [-1.008, 5.456, 4.856], [-2.015, 7.534, 5.594], [-3.297, 7.512, 7.957], [-3.312, 5.467, 9.189], [-2.239, 3.337, 8.353], [-1.119, -0.318, 5.787], [-2.942, -1.647, 4.675], [-4.894, -0.372, 3.692], [-5.011, 2.055, 3.865], [-3.263, 3.306, 4.770], [-2.129, -0.036, 1.229], [-4.415, 0.441, 0.563], [-5.329, 2.787, 1.047], [-3.829, 4.577, 1.632], [-1.439, 4.228, 1.781], [0.380, 2.442, -0.908], [1.457, 4.431, -2.089], [2.878, 5.923, -0.744], [3.399, 5.352, 1.653], [1.992, 3.691, 2.850], [2.747, -4.974, -5.170], [2.358, -3.438, -4.247], [3.742, -2.197, -4.256], [1.695, -3.717, -2.475], [0.772, -2.541, -5.697], [-1.586, -3.333, -5.484], [-2.855, -2.769, -6.837], [-1.520, -5.270, -5.305], [-2.303, -2.755, -3.811], [0.888, -0.229, -6.079], [2.052, 0.105, -7.565], [-0.871, 0.442, -6.317], [1.587, 0.757, -4.664], [3.385, -4.856, -6.047], [1.836, -5.518, -5.375], [3.373, -5.687, -4.568], [4.668, -2.535, -3.807], [3.529, -1.274, -3.756], [4.033, -1.977, -5.288], [2.597, -3.578, -1.934], [1.402, -4.784, -2.304], [0.913, -3.094, -2.099], [-2.376, -3.076, -7.800], [-3.002, -1.682, -6.854], [-3.825, -3.318, -6.721], [-0.525, -5.597, -5.001], [-1.768, -5.800, -6.151], [-2.244, -5.572, -4.545], [-2.302, -1.633, -3.659], [-1.769, -3.144, -2.911], [-3.304, -3.091, -3.707], [2.605, -0.821, -7.988], [2.787, 0.775, -7.231], [1.587, 0.526, -8.464], [-1.343, 0.013, -7.209], [-1.009, 1.527, -6.296], [-1.405, 0.179, -5.409], [2.630, 0.515, -4.418], [1.170, 0.300, -3.748], [1.454, 1.837, -4.748]]}

- What is the charge in the third record?
  +1

- Which of these has the lowest charge?
  C44H57Cl3KN3O7P2Si2

- Which value of charge does entry 1 give?
  -2